1.
{
  "formula": "C4H6ClN",
  "method": "ωB97M-V with the def2-TZVPD basis set",
  "de_lowest_kcal_mol": 68.7,
  "homo_ha": -0.3895,
  "gap_ha": 0.392,
  "charge": 0,
  "smiles": "CC[C@@H](Cl)C#N",
  "elements": ["C", "C", "C", "C", "H", "H", "H", "H", "H", "H", "N", "Cl"],
  "positions_angstrom": [[-0.795535, 0.678008, -0.804308], [-0.234347, 0.486939, 0.700134], [0.437792, -0.933684, 0.740994], [1.483255, -0.822718, -0.147662], [0.116909, 1.128205, -1.450099], [-1.341399, -0.121691, -1.145618], [-1.402035, 1.638919, -0.981696], [-1.181594, 0.652581, 1.404670], [0.649663, 1.348094, 0.915564], [0.694813, -1.421043, 1.651128], [2.549817, -0.869084, -0.621026], [-0.977334, -1.764521, -0.262078]],
  "forces_ev_per_a": [[3.29, 6.95, 0.07], [-0.52, 2.89, 0.44], [-5.06, 1.92, -1.43], [5.54, -1.19, -1.88], [-1.71, -2.09, 0.95], [-0.60, -0.29, -1.38], [0.33, -1.25, 1.21], [2.45, -0.70, -1.08], [-2.62, -2.30, -0.38], [-0.28, -0.42, 0.63], [-2.16, 0.44, 0.41], [1.34, -3.96, 2.44]],
  "nbo_charge": [-0.65, -0.42, -0.24, 0.23, 0.22, 0.22, 0.22, 0.24, 0.23, 0.27, -0.25, -0.08]
}

=====

2.
{
  "formula": "C6H9IN3",
  "method": "ωB97M-V with the def2-TZVPD basis set",
  "de_lowest_kcal_mol": 38.0,
  "homo_ha": -0.4898,
  "gap_ha": 0.338,
  "charge": 1,
  "smiles": "[H]/N=C/[C@@]1(I)C=CC=N[C@H]1[NH3+]",
  "elements": ["C", "C", "C", "C", "C", "C", "N", "N", "N", "I", "H", "H", "H", "H", "H", "H", "H", "H", "H"],
  "positions_angstrom": [[-1.024961, 1.583776, 1.364665], [-0.871431, 1.658086, 0.021800], [-0.301643, 0.549110, 2.057647], [-1.240031, -0.749536, -1.026161], [1.088628, 0.158557, 0.214212], [-0.083128, 0.538168, -0.601657], [0.675004, -0.083645, 1.552209], [-0.735518, -1.871199, -0.954128], [1.746704, -1.161221, -0.248466], [0.493448, 1.167067, -2.604244], [-1.643936, 2.283303, 2.040065], [-1.423202, 2.257144, -0.708712], [-0.589512, 0.286335, 3.047724], [-2.271701, -0.598559, -1.401956], [1.803571, 0.992089, -0.011657], [-1.326145, -2.642005, -1.238303], [2.673974, -1.485575, 0.201579], [2.055937, -1.022459, -1.297346], [0.973943, -1.859437, -0.407272]],
  "forces_ev_per_a": [[-1.12, 2.31, -0.03], [-0.52, -0.74, 0.88], [0.73, -0.10, -0.59], [1.61, 2.70, 0.65], [0.53, -0.37, -0.02], [-3.60, -1.36, -3.09], [0.89, -0.67, 0.77], [0.90, -1.79, 0.25], [2.24, 0.55, -3.10], [0.19, -0.12, 0.16], [0.87, -1.08, -1.62], [0.12, 0.17, 0.77], [-0.17, -0.19, 0.76], [0.60, 0.81, 0.37], [-0.05, -0.67, 1.07], [-0.28, -0.14, -0.07], [-2.30, 0.74, -0.08], [-0.66, 0.02, 2.18], [0.02, -0.06, 0.73]],
  "nbo_charge": [-0.26, -0.19, 0.14, 0.19, 0.01, -0.19, -0.42, -0.69, -0.75, 0.18, 0.26, 0.25, 0.22, 0.22, 0.25, 0.39, 0.47, 0.44, 0.48]
}

=====

3.
{
  "formula": "C19H28N2O4S",
  "method": "ωB97M-V with the def2-TZVPD basis set",
  "de_lowest_kcal_mol": 45.6,
  "homo_ha": -0.3249,
  "gap_ha": 0.346,
  "charge": 0,
  "smiles": "COc1ccc(S(=O)(=O)N(C)CC(=O)NCCC2=CCCCC2)cc1C",
  "elements": ["C", "H", "O", "C", "C", "C", "C", "C", "C", "C", "H", "H", "H", "H", "S", "O", "O", "N", "C", "H", "H", "H", "C", "C", "O", "N", "H", "C", "C", "C", "C", "C", "C", "C", "C", "H", "H", "H", "H", "H", "H", "H", "H", "H", "H", "H", "H", "H", "H", "H", "H", "H", "H", "H"],
  "positions_angstrom": [[-0.020145, 5.407899, -3.474814], [0.997425, 5.803605, -3.402484], [-0.261919, 4.419690, -2.500409], [0.477405, 3.283770, -2.518453], [1.490532, 3.017576, -3.434538], [2.188138, 1.821408, -3.371075], [1.871032, 0.904133, -2.393844], [0.867241, 1.157032, -1.474032], [0.158469, 2.341180, -1.518863], [-0.933451, 2.650067, -0.545477], [-1.862981, 2.842436, -1.078270], [-1.080620, 1.826261, 0.146188], [-0.690608, 3.552065, 0.013766], [0.655150, 0.414767, -0.721881], [2.718658, -0.659119, -2.303902], [1.749345, -1.719935, -2.413453], [3.818516, -0.672588, -3.226697], [3.236411, -0.655807, -0.704118], [4.271473, 0.323133, -0.468899], [5.219324, 0.040438, -0.940030], [4.412994, 0.441561, 0.604302], [3.938256, 1.269276, -0.893106], [3.459588, -1.976085, -0.127200], [2.336086, -2.285774, 0.872354], [2.532109, -2.408029, 2.064496], [1.138513, -2.397185, 0.278284], [1.089565, -2.252394, -0.725615], [-0.085184, -2.592812, 1.016606], [-0.930506, -1.310012, 1.065669], [-2.171830, -1.517460, 1.888980], [-3.338945, -1.816289, 1.335274], [-4.600697, -2.062052, 2.103968], [-4.481917, -1.589224, 3.549875], [-3.150305, -2.048445, 4.132325], [-2.004539, -1.382437, 3.376881], [-1.049424, -1.816238, 3.680026], [-1.968094, -0.317258, 3.630714], [-3.091914, -1.800118, 5.193706], [-3.068971, -3.132709, 4.033420], [-4.528964, -0.498609, 3.581482], [-5.313438, -1.979529, 4.139768], [-5.435234, -1.558474, 1.608674], [-4.818352, -3.135721, 2.082436], [-3.418638, -1.913228, 0.260191], [-1.199014, -1.029860, 0.044227], [-0.323466, -0.514864, 1.506233], [-0.665717, -3.394850, 0.552164], [0.199490, -2.895062, 2.027054], [3.456206, -2.728962, -0.920784], [4.418633, -2.008959, 0.392689], [2.975321, 1.591943, -4.071074], [1.743323, 3.730622, -4.202358], [-0.192933, 5.026136, -4.485483], [-0.731399, 6.205092, -3.264893]],
  "forces_ev_per_a": [[0.04, 0.22, -0.19], [-0.03, -0.04, 0.00], [0.01, -0.36, 0.25], [0.14, -0.25, 0.02], [-0.16, 0.22, -0.03], [0.12, -0.19, 0.03], [0.46, -0.46, -0.06], [-0.16, 0.23, -0.02], [0.02, 0.04, -0.07], [0.02, 0.04, -0.05], [-0.11, 0.02, 0.04], [-0.03, -0.07, 0.07], [-0.06, 0.05, 0.09], [-0.14, -0.05, 0.20], [-0.01, 0.38, 0.31], [-0.08, -0.08, 0.05], [0.01, 0.25, 0.06], [-0.44, 0.09, -1.05], [0.36, 0.34, 0.01], [-0.01, 0.04, 0.06], [-0.04, 0.02, -0.02], [0.15, 0.14, 0.11], [-0.22, -0.44, 0.17], [0.36, -0.05, -0.37], [0.17, 0.02, 0.38], [-0.38, -0.11, -0.26], [0.02, -0.08, 0.19], [-0.04, 0.17, 0.18], [-0.10, -0.35, 0.02], [0.21, 0.24, -0.12], [-0.17, -0.08, -0.04], [-0.06, 0.08, 0.15], [0.00, -0.27, -0.03], [-0.01, 0.29, 0.06], [-0.18, -0.21, 0.11], [0.08, 0.06, 0.02], [0.10, 0.01, 0.03], [0.02, -0.08, 0.02], [0.02, -0.08, 0.05], [-0.04, 0.07, 0.03], [-0.03, 0.07, 0.01], [-0.02, -0.07, -0.01], [-0.11, 0.01, -0.01], [0.13, 0.02, -0.19], [0.02, 0.08, -0.02], [0.06, 0.07, -0.05], [0.02, 0.04, 0.09], [-0.09, -0.06, -0.12], [0.10, -0.09, 0.16], [-0.13, 0.06, -0.07], [0.10, 0.04, -0.11], [0.01, 0.08, -0.06], [0.02, 0.00, 0.05], [0.08, -0.04, -0.06]],
  "nbo_charge": [-0.25, 0.18, -0.50, 0.40, -0.32, -0.16, -0.39, -0.12, -0.08, -0.63, 0.23, 0.22, 0.23, 0.23, 2.32, -0.97, -0.94, -0.67, -0.42, 0.20, 0.22, 0.22, -0.32, 0.67, -0.63, -0.63, 0.43, -0.22, -0.43, 0.02, -0.19, -0.43, -0.39, -0.39, -0.44, 0.22, 0.21, 0.21, 0.20, 0.19, 0.21, 0.21, 0.21, 0.20, 0.20, 0.21, 0.20, 0.23, 0.23, 0.23, 0.24, 0.22, 0.18, 0.20]
}

=====

4.
{
  "formula": "C2H6N2P",
  "method": "ωB97M-V with the def2-TZVPD basis set",
  "de_lowest_kcal_mol": 0.2,
  "homo_ha": [-0.4825, -0.5954],
  "gap_ha": [0.328, 0.249],
  "charge": 1,
  "spin_multiplicity": 3,
  "elements": ["C", "C", "N", "N", "P", "H", "H", "H", "H", "H", "H"],
  "positions_angstrom": [[-1.190205, 0.124813, 0.868524], [0.009282, 0.597783, -1.020224], [-0.839249, -0.325897, -0.335320], [-0.659927, 1.260462, 1.317131], [0.361777, 1.956518, 0.255423], [-1.651421, -0.616761, 1.520872], [0.990746, 0.244250, -1.458902], [-0.539753, 1.109725, -1.787632], [-0.764200, -1.333925, -0.488650], [2.088490, -1.798807, 0.831418], [2.194462, -1.218158, 0.297356]],
  "forces_ev_per_a": [[1.26, -0.07, 2.58], [0.69, -0.72, -1.95], [1.07, -0.20, -0.36], [-1.49, -1.00, -1.66], [0.60, 0.53, 1.27], [-0.50, 0.60, 0.02], [-1.15, -0.06, 0.66], [-0.29, 0.54, -0.46], [-0.18, 0.37, -0.10], [0.18, 1.20, -1.10], [-0.20, -1.19, 1.10]],
  "mulliken_spin": [0.11, 0.28, 0.18, 0.26, 1.11, 0.00, 0.02, 0.04, 0.00, 0.00, 0.00]
}

=====

5.
{
  "formula": "C4H4F2S",
  "method": "ωB97M-V with the def2-TZVPD basis set",
  "de_lowest_kcal_mol": 55.4,
  "homo_ha": -0.3340,
  "gap_ha": 0.302,
  "charge": 0,
  "smiles": "FC1(F)CCC1=S",
  "elements": ["C", "C", "C", "C", "H", "H", "H", "H", "F", "F", "S"],
  "positions_angstrom": [[0.378109, -0.995827, 0.176841], [0.665991, 0.357171, -0.555709], [-0.474112, 1.041796, 0.180943], [-0.981051, -0.362916, 0.478122], [0.612977, 0.260371, -1.686111], [1.667793, 0.913707, -0.190848], [-0.177648, 1.283114, 1.287100], [-1.076212, 1.588729, -0.443202], [1.138184, -1.125805, 1.300889], [0.684858, -1.917319, -0.702872], [-2.438890, -1.043017, 0.154843]],
  "forces_ev_per_a": [[1.96, 3.78, -0.46], [3.34, 1.76, 0.96], [1.11, -2.67, 3.59], [-2.72, -1.83, -2.51], [-0.17, 0.22, 1.60], [-1.79, -1.72, -1.29], [-0.27, 1.06, -2.33], [-1.76, 1.94, -0.43], [-0.10, -0.52, -0.06], [-0.77, -2.57, 0.14], [1.17, 0.55, 0.78]],
  "nbo_charge": [0.62, -0.45, -0.47, -0.12, 0.24, 0.23, 0.24, 0.24, -0.33, -0.30, 0.10]
}

=====

6.
{
  "formula": "C15H23CoN6O2",
  "method": "ωB97M-V with the def2-TZVPD basis set",
  "de_lowest_kcal_mol": 0.3,
  "homo_ha": [-0.5703, -0.5923],
  "gap_ha": [0.322, 0.298],
  "charge": 2,
  "spin_multiplicity": 5,
  "elements": ["Co", "C", "C", "N", "C", "C", "N", "C", "C", "N", "C", "C", "N", "C", "C", "C", "C", "C", "C", "C", "N", "H", "H", "H", "H", "H", "H", "H", "H", "H", "H", "H", "H", "H", "H", "H", "H", "H", "H", "H", "H", "H", "H", "H", "O", "N", "O"],
  "positions_angstrom": [[-0.198644, 0.102872, 0.361802], [3.752630, -1.708355, 0.885565], [2.491416, -1.014597, 0.506047], [1.421399, -0.907225, 1.187161], [1.055998, -1.572180, 2.421872], [-0.208913, -2.392465, 2.111490], [-1.120548, -1.714771, 1.140966], [-2.471847, -1.365576, 1.634255], [-2.467197, 0.000037, 2.294430], [-1.826746, 1.016978, 1.428581], [-2.705169, 1.694211, 0.426861], [-2.656465, 1.084107, -0.982282], [-1.276069, 0.770316, -1.289879], [-0.637882, 0.987780, -2.374447], [-1.202772, 1.571065, -3.623770], [0.820215, 0.561723, -2.322717], [1.749399, 0.629136, -3.347483], [3.042044, 0.175566, -3.086818], [3.379400, -0.345692, -1.842875], [2.388459, -0.393332, -0.872809], [1.173481, 0.063462, -1.143223], [3.705497, -2.147567, 1.876924], [4.571023, -0.984272, 0.870538], [3.999106, -2.486912, 0.161895], [0.846579, -0.797018, 3.162878], [1.825133, -2.226857, 2.831289], [-0.741031, -2.625275, 3.034471], [0.098538, -3.340064, 1.669818], [-1.249215, -2.355092, 0.366615], [-2.849955, -2.111019, 2.337635], [-3.142932, -1.369585, 0.774143], [-1.888056, -0.041283, 3.219314], [-3.486219, 0.288846, 2.562308], [-1.485636, 1.753368, 2.037378], [-2.361713, 2.727449, 0.366785], [-3.738510, 1.716214, 0.779261], [-3.121894, 1.775905, -1.685670], [-3.221900, 0.149890, -1.025141], [-1.640360, 0.774298, -4.231485], [-0.439486, 2.063372, -4.219976], [-1.988916, 2.291207, -3.406494], [1.495478, 1.011753, -4.325072], [3.788195, 0.222544, -3.868684], [4.379121, -0.706059, -1.646603], [-0.102442, 3.727209, 1.913990], [0.939778, 3.273743, 1.604700], [1.307628, 2.172146, 1.326460]],
  "forces_ev_per_a": [[-0.19, -0.26, 0.13], [0.01, 0.03, 0.03], [0.03, -0.02, -0.16], [0.01, 0.11, 0.01], [0.03, 0.03, 0.01], [-0.03, -0.03, -0.01], [-0.02, 0.00, -0.02], [0.03, -0.01, 0.03], [0.01, -0.02, 0.00], [0.07, 0.07, -0.12], [-0.06, 0.00, 0.05], [-0.02, 0.00, 0.01], [0.17, 0.10, 0.02], [0.08, -0.04, -0.02], [-0.03, 0.00, 0.02], [-0.10, 0.01, -0.02], [0.04, -0.01, 0.02], [-0.02, 0.01, -0.01], [-0.03, 0.01, 0.00], [0.02, -0.01, 0.05], [0.03, 0.01, 0.05], [0.00, 0.00, 0.00], [0.01, -0.02, 0.02], [-0.03, -0.01, -0.01], [-0.01, -0.01, 0.00], [0.01, 0.01, -0.01], [0.01, 0.02, 0.01], [-0.01, -0.01, 0.02], [0.02, 0.02, -0.02], [0.00, -0.01, -0.01], [0.00, 0.02, 0.00], [0.00, 0.00, 0.00], [0.01, 0.01, 0.00], [-0.03, 0.00, 0.02], [0.00, 0.00, -0.03], [0.01, 0.00, 0.00], [0.00, 0.00, 0.01], [-0.01, 0.01, 0.00], [0.02, -0.01, -0.01], [0.01, 0.02, 0.01], [-0.01, -0.01, -0.01], [-0.01, 0.01, 0.00], [0.01, 0.00, 0.01], [0.01, 0.00, -0.01], [0.02, 0.01, -0.02], [-0.01, -0.02, 0.04], [-0.02, -0.01, -0.06]],
  "mulliken_spin": [2.78, 0.00, 0.00, 0.06, 0.01, 0.00, 0.06, 0.00, 0.00, 0.04, 0.00, -0.01, 0.04, 0.04, 0.00, 0.01, 0.00, 0.00, 0.00, 0.01, 0.00, 0.00, 0.00, 0.00, 0.00, 0.00, 0.00, 0.00, 0.00, 0.00, 0.00, 0.00, 0.00, 0.00, 0.00, 0.00, 0.00, 0.00, 0.00, 0.00, 0.00, 0.00, 0.00, 0.00, 0.25, 0.50, 0.20]
}

=====

no.,E (eV),molecular weight (g/mol)
1,-18254.4616,103.552
2,-18929.9589,250.063
3,-42162.6991,380.510
4,-14428.4844,89.058
5,-20480.3270,122.139
6,-66574.8743,378.322